# 1
{"formula": "C48H60AsAuNO6P3S", "method": "the ωB97M-V functional and the def2-TZVPD basis", "species": ["Au", "C", "C", "C", "O", "P", "O", "C", "P", "O", "O", "C", "C", "C", "O", "C", "C", "C", "O", "C", "C", "C", "H", "H", "H", "H", "H", "H", "H", "H", "H", "H", "H", "H", "H", "H", "H", "H", "H", "H", "H", "H", "H", "H", "H", "H", "H", "H", "H", "H", "H", "H", "S", "C", "C", "C", "C", "C", "C", "C", "C", "C", "N", "H", "H", "H", "H", "H", "H", "C", "C", "As", "C", "C", "C", "C", "C", "C", "C", "C", "C", "C", "C", "C", "P", "C", "C", "C", "C", "C", "C", "C", "C", "C", "C", "C", "C", "H", "H", "H", "H", "H", "H", "H", "H", "H", "H", "H", "H", "H", "H", "H", "H", "H", "H", "H", "H", "H", "H", "H", "H"], "coordinates": [[-0.186, -0.050, 0.149], [5.838, 1.630, 0.575], [4.325, 1.512, 0.662], [3.727, 2.496, 1.655], [3.784, 1.794, -0.651], [2.730, 0.829, -1.317], [1.965, 0.027, -0.332], [1.784, 1.994, -2.345], [0.834, 3.033, -1.174], [0.190, 2.296, -0.069], [1.766, 4.129, -0.542], [2.319, 5.235, -1.297], [3.834, 5.116, -1.292], [1.846, 6.525, -0.646], [-0.158, 3.735, -2.195], [-1.359, 4.363, -1.682], [-1.662, 5.561, -2.567], [-2.482, 3.340, -1.692], [3.462, -0.265, -2.186], [4.272, -0.196, -3.374], [5.258, 0.957, -3.336], [3.390, -0.163, -4.614], [6.273, 1.516, 1.563], [6.112, 2.606, 0.182], [6.244, 0.862, -0.077], [4.033, 0.487, 0.930], [4.114, 3.496, 1.471], [3.986, 2.203, 2.669], [2.644, 2.522, 1.547], [1.087, 1.459, -2.987], [2.443, 2.610, -2.949], [1.937, 5.176, -2.324], [4.218, 5.279, -0.289], [4.265, 5.862, -1.954], [4.142, 4.126, -1.618], [2.184, 6.570, 0.386], [0.761, 6.582, -0.654], [2.246, 7.380, -1.184], [-1.164, 4.682, -0.649], [-1.854, 5.230, -3.585], [-0.825, 6.254, -2.579], [-2.540, 6.079, -2.191], [-2.664, 2.999, -2.708], [-3.391, 3.784, -1.296], [-2.202, 2.490, -1.074], [4.818, -1.147, -3.348], [4.734, 1.910, -3.313], [5.888, 0.922, -4.220], [5.891, 0.889, -2.456], [2.928, 0.812, -4.744], [2.613, -0.920, -4.539], [3.995, -0.377, -5.492], [-4.341, 0.491, 1.767], [-4.470, 0.289, 0.076], [-3.257, 0.106, -0.534], [-2.189, 0.120, 0.374], [-2.610, 0.330, 1.668], [-1.728, 0.450, 2.790], [-2.160, 0.567, 4.116], [-1.218, 0.720, 5.113], [0.128, 0.801, 4.775], [0.475, 0.681, 3.439], [-0.424, 0.476, 2.498], [-5.435, 0.316, -0.391], [-3.158, -0.020, -1.596], [-3.216, 0.547, 4.334], [-1.523, 0.781, 6.144], [0.885, 0.953, 5.524], [1.501, 0.769, 3.108], [-0.021, -4.390, -0.224], [0.220, -5.328, 0.939], [0.508, -7.257, 0.472], [2.027, -7.092, -0.770], [1.893, -7.488, -2.093], [2.942, -7.313, -2.982], [4.127, -6.746, -2.544], [4.264, -6.357, -1.223], [3.222, -6.534, -0.329], [1.452, -7.805, 2.085], [2.263, -8.940, 2.018], [3.009, -9.332, 3.111], [2.941, -8.606, 4.292], [2.114, -7.494, 4.375], [1.350, -7.113, 3.290], [0.111, -2.632, 0.440], [-1.084, -2.774, 1.809], [-2.411, -2.704, 1.383], [-3.450, -2.778, 2.290], [-3.169, -2.902, 3.642], [-1.856, -3.001, 4.070], [-0.810, -2.950, 3.161], [1.828, -2.598, 1.026], [2.178, -1.923, 2.192], [3.507, -1.791, 2.547], [4.501, -2.300, 1.728], [4.161, -2.942, 0.548], [2.833, -3.090, 0.194], [-1.011, -4.527, -0.664], [0.725, -4.518, -1.013], [-0.627, -5.295, 1.628], [1.126, -5.035, 1.478], [0.968, -7.943, -2.426], [2.835, -7.627, -4.008], [4.950, -6.621, -3.231], [5.190, -5.922, -0.876], [3.340, -6.239, 0.708], [2.303, -9.509, 1.095], [3.635, -10.209, 3.050], [3.512, -8.918, 5.152], [2.060, -6.929, 5.294], [0.681, -6.267, 3.383], [-2.617, -2.597, 0.325], [-4.474, -2.735, 1.948], [-3.976, -2.942, 4.356], [-1.641, -3.125, 5.121], [0.203, -3.068, 3.510], [1.407, -1.488, 2.810], [3.776, -1.278, 3.458], [5.538, -2.175, 1.998], [4.936, -3.312, -0.103], [2.588, -3.576, -0.740]], "nbo_charge": [1.066, -0.625, 0.097, -0.623, -0.839, 2.464, -1.153, -1.232, 2.456, -1.129, -0.825, 0.103, -0.630, -0.624, -0.831, 0.100, -0.623, -0.629, -0.823, 0.117, -0.635, -0.633, 0.227, 0.222, 0.211, 0.198, 0.216, 0.217, 0.229, 0.300, 0.293, 0.185, 0.216, 0.231, 0.213, 0.222, 0.216, 0.230, 0.187, 0.220, 0.215, 0.230, 0.212, 0.227, 0.227, 0.195, 0.201, 0.238, 0.224, 0.203, 0.222, 0.235, 0.467, -0.393, -0.310, -0.261, -0.322, 0.186, -0.228, -0.159, -0.214, 0.030, -0.510, 0.249, 0.233, 0.230, 0.232, 0.222, 0.201, -0.702, -0.698, 1.323, -0.363, -0.155, -0.210, -0.170, -0.194, -0.226, -0.357, -0.182, -0.193, -0.120, -0.215, -0.142, 0.930, -0.370, -0.210, -0.191, -0.211, -0.154, -0.253, -0.370, -0.237, -0.149, -0.220, -0.203, -0.197, 0.252, 0.241, 0.257, 0.258, 0.221, 0.239, 0.236, 0.232, 0.232, 0.233, 0.243, 0.240, 0.239, 0.217, 0.228, 0.234, 0.230, 0.218, 0.218, 0.233, 0.216, 0.228, 0.220, 0.213], "orbital_gap_ev": [7.31, 3.16], "total_charge": 2, "s2": 2.02, "multiplicity": 3, "max_force_ev_per_a": 2.60, "relative_energy_kcal_mol": 20.74}


# 2
{"formula": "C15H19GaN2O11P2S", "method": "the ωB97M-V functional and the def2-TZVPD basis", "species": ["Ga", "C", "C", "O", "P", "O", "O", "O", "P", "O", "O", "O", "H", "H", "H", "H", "H", "H", "H", "C", "C", "C", "C", "C", "C", "C", "S", "O", "O", "N", "C", "C", "C", "C", "C", "N", "H", "H", "H", "H", "H", "H", "H", "H", "H", "H", "H", "O", "C", "O", "H"], "coordinates": [[1.225, 0.353, 0.458], [2.375, 4.118, -0.200], [0.914, 3.741, -0.018], [0.060, 4.897, 0.049], [0.635, 2.910, 1.584], [-0.852, 2.482, 1.793], [1.031, 3.866, 2.749], [1.640, 1.792, 1.613], [0.090, 2.675, -1.401], [0.849, 2.576, -2.777], [-1.333, 3.118, -1.413], [0.239, 1.202, -0.829], [2.581, 5.091, 0.261], [2.683, 4.260, -1.317], [3.027, 3.338, 0.225], [-0.840, 4.536, -0.126], [-1.490, 1.930, 1.159], [0.282, 4.433, 3.005], [1.583, 1.930, -2.826], [-2.938, -3.168, -4.488], [-2.444, -2.823, -3.134], [-2.962, -3.476, -1.985], [-2.754, -2.952, -0.692], [-2.102, -1.730, -0.582], [-1.519, -1.095, -1.670], [-1.766, -1.634, -2.943], [-1.873, -0.966, 1.038], [-2.392, -1.748, 2.173], [-2.218, 0.450, 0.864], [-0.248, -0.911, 1.212], [0.584, -1.567, 2.152], [0.181, -2.689, 2.972], [0.906, -2.864, 4.137], [2.026, -2.053, 4.445], [2.420, -1.242, 3.433], [1.769, -1.005, 2.282], [-2.137, -3.151, -5.221], [-3.650, -2.455, -4.819], [-3.355, -4.177, -4.284], [-3.688, -4.261, -2.062], [-3.141, -3.392, 0.227], [-1.034, -0.166, -1.484], [-1.471, -0.995, -3.812], [-0.783, -3.162, 2.729], [0.505, -3.547, 4.849], [2.667, -2.202, 5.353], [3.362, -0.723, 3.539], [2.728, 0.498, -2.583], [3.370, 0.128, -1.590], [2.829, -0.165, -0.391], [4.431, -0.005, -1.656]], "nbo_charge": [1.979, -0.653, -0.455, -0.740, 2.427, -1.041, -0.952, -1.167, 2.371, -1.001, -1.095, -1.270, 0.242, 0.239, 0.238, 0.510, 0.602, 0.530, 0.553, -0.632, -0.013, -0.217, -0.182, -0.316, -0.197, -0.138, 2.317, -0.919, -0.967, -1.081, 0.430, -0.278, -0.135, -0.303, 0.066, -0.539, 0.225, 0.228, 0.216, 0.215, 0.239, 0.261, 0.213, 0.257, 0.218, 0.237, 0.202, -0.664, 0.689, -0.877, 0.126], "orbital_gap_ev": 9.15, "total_charge": 0, "max_force_ev_per_a": 3.54}


# 3
{"formula": "C3H4N2OS", "method": "the ωB97M-V functional and the def2-TZVPD basis", "species": ["N", "N", "S", "C", "C", "C", "O", "H", "H", "H", "H"], "coordinates": [[-1.440, 0.009, 1.547], [-2.158, 0.473, 0.801], [-3.124, 1.102, -0.198], [0.711, 0.206, -1.606], [0.943, -0.262, -0.257], [0.898, -0.722, 0.846], [1.136, -1.273, 2.029], [-0.116, 0.884, -1.482], [1.582, 0.700, -2.020], [0.417, -0.625, -2.240], [1.149, -0.494, 2.581]], "nbo_charge": [0.027, -0.148, 0.115, -0.670, -0.136, 0.270, -0.644, 0.231, 0.229, 0.234, 0.493], "orbital_gap_ev": 9.38, "total_charge": 0, "max_force_ev_per_a": 4.79, "smiles": "N#[N+][S-].CC#CO", "relative_energy_kcal_mol": 90.62}


# 4
{"formula": "C8H11N4O3", "method": "the ωB97M-V functional and the def2-TZVPD basis", "species": ["C", "C", "C", "C", "C", "C", "C", "C", "N", "N", "N", "N", "O", "O", "O", "H", "H", "H", "H", "H", "H", "H", "H", "H", "H", "H"], "coordinates": [[-0.415, -0.339, -0.829], [1.660, 0.356, 0.115], [-0.631, 1.064, -0.380], [0.658, 1.463, 0.322], [0.887, -0.701, -0.424], [-0.923, 2.462, -0.810], [0.524, 2.892, -0.265], [-0.475, 0.056, 2.036], [-0.520, 1.140, 1.157], [-1.093, -1.195, -1.635], [2.988, 0.314, 0.356], [-0.947, -3.682, 0.162], [-2.199, -0.876, -2.222], [3.517, 1.315, 0.851], [-0.367, -4.321, -1.038], [-1.139, 2.661, -1.892], [-1.805, 2.915, -0.269], [0.685, 3.741, 0.521], [1.387, 3.034, -0.941], [-1.326, -0.016, 2.642], [-0.223, -0.978, 1.586], [0.313, 0.119, 2.717], [-1.421, -2.878, -0.231], [-0.299, -3.635, -1.764], [-0.128, -3.250, 0.660], [1.292, -1.665, -0.422]], "nbo_charge": [-0.042, -0.062, 0.052, 0.060, -0.079, -0.400, -0.393, -0.405, -0.420, -0.025, 0.042, -0.514, -0.489, -0.449, -0.630, 0.220, 0.219, 0.200, 0.220, 0.193, 0.158, 0.199, 0.349, 0.467, 0.316, 0.212], "orbital_gap_ev": 7.06, "total_charge": -1, "max_force_ev_per_a": 3.25, "relative_energy_kcal_mol": 177.45}


Number 1: total energy -167747.904 eV, molar mass 1143.9 g mol⁻¹. Number 2: total energy -123162.238 eV, molar mass 567.1 g mol⁻¹. Number 3: total energy -19035.119 eV, molar mass 116.1 g mol⁻¹. Number 4: total energy -20569.548 eV, molar mass 211.2 g mol⁻¹.